{"formula": "C12H27F3O8PtS3", "method": "ωB97M-V/def2-TZVPD", "symbols": ["H", "O", "C", "O", "C", "C", "H", "H", "F", "C", "C", "H", "C", "H", "O", "H", "O", "S", "H", "H", "H", "H", "H", "O", "S", "H", "H", "H", "H", "H", "O", "C", "H", "H", "H", "H", "H", "C", "O", "F", "F", "H", "H", "H", "H", "S", "C", "H", "C", "H", "O", "C", "C", "Pt"], "positions_angstrom": [[3.069, -0.385, 2.883], [0.082, -3.092, 0.829], [-1.745, 1.928, -1.802], [0.014, -2.681, 3.247], [-2.654, -3.468, -1.539], [1.133, 3.915, 0.213], [0.267, 2.709, -2.068], [0.952, 1.161, -3.881], [-2.633, -3.105, 1.942], [-1.266, 3.149, 0.685], [0.102, 0.916, -3.243], [1.412, 3.901, 1.268], [1.412, 1.006, 2.849], [-0.791, 2.864, -3.450], [-0.046, 0.892, -0.001], [-2.299, 3.505, 0.738], [-2.764, -1.114, -2.634], [-0.081, -3.673, 2.211], [0.441, 0.232, -2.468], [1.496, -1.106, 3.284], [-0.593, 5.144, 0.556], [3.267, -2.304, -0.429], [0.333, 0.978, 2.693], [0.633, -4.900, 2.337], [-1.870, -1.921, -1.840], [-3.590, -3.291, -1.015], [-0.621, 4.343, -0.989], [-2.307, 1.075, -2.188], [1.408, 2.952, -0.216], [1.599, 1.329, 3.874], [-1.787, -1.285, -0.441], [2.000, -0.373, 2.663], [3.735, -0.950, -1.474], [1.851, 1.735, 2.169], [-0.960, 2.915, 1.708], [3.771, -0.250, 0.903], [-0.634, 0.379, -3.842], [-1.856, -4.155, 2.220], [1.865, -0.878, 1.309], [-2.190, -4.625, 3.419], [-2.094, -5.105, 1.311], [-1.981, -4.078, -0.944], [1.722, 4.692, -0.275], [2.036, -1.427, -1.346], [-2.834, -3.927, -2.508], [-1.464, 1.523, -0.068], [-0.493, 2.186, -2.647], [-2.417, 2.790, -1.765], [2.829, -0.355, 0.362], [2.496, 0.631, 0.029], [-0.554, -2.180, -2.365], [-0.357, 4.199, 0.060], [2.969, -1.321, -0.791], [-0.014, -1.101, 0.463]], "nbo_charge": [0.180, -0.959, -0.617, -0.964, -0.895, -0.616, 0.204, 0.209, -0.315, -0.592, -0.608, 0.208, -0.645, 0.216, -0.960, 0.241, -0.984, 2.346, 0.223, 0.247, 0.220, 0.228, 0.216, -0.916, 2.401, 0.246, 0.212, 0.292, 0.218, 0.226, -0.990, -0.070, 0.222, 0.208, 0.242, 0.185, 0.227, 0.700, -0.535, -0.309, -0.318, 0.257, 0.220, 0.241, 0.246, 1.272, -0.414, 0.232, -0.062, 0.188, -0.974, -0.414, -0.644, 1.031], "homo_ev": -9.30, "charge": 0, "orbital_gap_ha": 0.34546, "relative_energy_kj_mol": 28.4}



{"formula": "C18H30BeCl2N7O3", "method": "ωB97M-V/def2-TZVPD", "symbols": ["C", "H", "H", "H", "H", "Be", "H", "C", "Cl", "C", "C", "H", "N", "C", "H", "H", "H", "H", "H", "H", "C", "H", "O", "C", "H", "H", "N", "H", "H", "N", "C", "N", "H", "C", "C", "H", "H", "H", "C", "H", "H", "C", "H", "H", "N", "C", "C", "N", "O", "C", "C", "C", "O", "H", "Cl", "H", "N", "H", "H", "H", "C"], "positions_angstrom": [[1.717, -5.574, -0.645], [-1.407, -1.835, 4.606], [1.664, -6.168, 0.273], [4.909, 1.087, -1.199], [-0.658, -3.942, 0.064], [2.271, -0.831, -1.604], [2.819, -3.455, -1.673], [2.922, 3.339, -7.009], [1.714, -0.922, -3.451], [-3.808, -1.031, -1.533], [3.556, 4.963, -5.353], [-2.020, -0.686, 5.840], [4.280, 1.352, 0.850], [1.741, 2.086, -3.576], [2.064, 1.507, -6.252], [0.413, -2.949, 1.089], [3.544, 1.041, 3.350], [-1.570, 1.005, -3.575], [1.019, 1.343, -3.969], [-2.823, 1.426, 5.264], [3.454, 4.593, -6.702], [-1.699, 0.748, 2.029], [-0.888, -1.118, 2.372], [-3.026, 1.118, 4.229], [-4.085, 0.817, 4.223], [-2.158, 2.396, -2.634], [3.002, 0.276, -0.642], [3.205, 4.436, -3.294], [-2.161, -0.965, -0.089], [2.321, 0.258, 0.543], [-2.235, 1.313, -2.757], [3.146, 0.788, 1.393], [0.288, -4.731, 1.344], [0.296, -3.922, 0.608], [2.046, -3.200, -0.915], [-4.135, -0.557, -2.467], [-2.861, 1.956, 3.541], [2.717, -5.623, -1.093], [3.080, 4.127, -4.334], [0.993, -5.984, -1.362], [-4.679, -0.995, -0.861], [4.172, 0.926, -0.422], [-3.644, -2.096, -1.749], [-3.177, -1.571, 4.859], [1.411, -4.186, -0.317], [-2.561, -0.443, -0.952], [-2.182, -1.095, 4.834], [2.745, 1.058, 2.688], [1.811, -1.990, -0.613], [-1.555, -0.121, 2.693], [2.448, 2.900, -4.643], [-1.915, 0.630, -1.450], [1.926, 2.112, -2.359], [-3.259, 1.090, -3.062], [-0.605, 1.298, -0.576], [2.868, 3.025, -8.052], [-2.164, 0.002, 3.889], [1.957, 0.450, 2.907], [4.011, 5.922, -5.110], [3.775, 5.259, -7.505], [2.451, 2.496, -5.993]], "nbo_charge": [-0.539, 0.246, 0.201, 0.223, 0.203, 1.230, 0.153, -0.226, -0.794, -0.644, -0.226, 0.188, -0.324, 0.354, 0.217, 0.268, 0.386, 0.234, 0.127, 0.194, -0.245, 0.141, -0.650, -0.429, 0.184, 0.223, -0.643, 0.224, 0.223, -0.144, -0.662, 0.097, 0.194, -0.457, 0.371, 0.204, 0.219, 0.216, -0.185, 0.195, 0.206, 0.149, 0.212, 0.186, -0.381, -0.243, -0.449, -0.679, -0.862, 0.500, -0.168, -0.018, -0.585, 0.207, 0.011, 0.203, -0.437, 0.394, 0.202, 0.202, -0.195], "homo_ev": [0.43, 0.43], "charge": -1, "orbital_gap_ha": [0.06801, 0.06821], "relative_energy_kj_mol": 201.4}



{"formula": "C11H27ClN2O5S2", "method": "ωB97M-V/def2-TZVPD", "symbols": ["H", "N", "H", "H", "H", "H", "H", "H", "H", "H", "H", "C", "H", "C", "C", "C", "O", "H", "H", "C", "C", "H", "H", "H", "S", "O", "H", "H", "C", "H", "O", "H", "C", "O", "H", "N", "O", "H", "C", "S", "H", "H", "C", "H", "Cl", "H", "H", "C"], "positions_angstrom": [[1.296, 0.072, 2.151], [-0.269, 2.535, -4.079], [-1.376, -1.317, 4.927], [0.955, -2.772, 2.653], [-2.151, -1.197, -1.061], [2.747, -0.261, 1.217], [-1.724, 4.311, -3.725], [2.402, -1.238, 2.657], [3.893, 3.095, -2.984], [-2.314, -3.143, 3.400], [-3.159, -3.813, 1.457], [1.986, 2.056, -2.905], [-2.915, -1.504, 3.178], [-0.650, -3.146, 1.219], [1.958, -0.726, 1.801], [0.785, -2.804, 1.580], [1.263, -1.642, 0.954], [-2.906, -2.917, -0.054], [-1.250, 0.272, -0.760], [-1.346, -0.770, -0.462], [-1.637, -0.821, 1.018], [-3.862, -2.187, 1.259], [3.863, 1.711, -1.936], [2.126, 2.023, -3.982], [0.478, 3.011, -2.739], [-2.284, 2.976, -5.429], [1.778, 1.034, -2.599], [-0.872, -0.303, 1.590], [-2.036, -2.139, 3.084], [-0.410, -1.251, -0.728], [-0.227, 2.535, -1.567], [4.226, 3.641, -0.656], [3.281, 2.583, -2.242], [0.835, 4.410, -2.696], [-0.895, -4.108, 1.672], [-1.775, -2.217, 1.600], [-0.469, 4.608, -5.561], [-0.188, -2.365, 4.211], [-3.020, -2.828, 1.019], [-1.191, 3.649, -4.773], [-2.587, -0.328, 1.228], [2.752, 4.428, -1.182], [-0.928, -1.607, 3.977], [-0.726, -3.252, 0.140], [2.403, 2.636, 0.352], [1.360, -3.662, 1.207], [-0.429, -0.728, 3.575], [3.211, 3.462, -1.008]], "nbo_charge": [0.171, -1.246, 0.247, 0.184, 0.208, 0.226, -0.067, 0.169, 0.224, 0.216, 0.221, -0.680, 0.222, -0.238, -0.249, -0.079, -0.549, 0.240, 0.306, -0.665, -0.207, 0.231, 0.202, 0.256, 2.297, -0.985, 0.225, 0.230, -0.207, 0.238, -1.016, 0.204, -0.415, -0.988, 0.221, -0.208, -0.968, 0.217, -0.403, 2.174, 0.216, 0.248, -0.637, 0.238, -0.105, 0.203, 0.231, -0.357], "homo_ev": -7.32, "charge": 0, "orbital_gap_ha": 0.24191, "relative_energy_kj_mol": 0.0}



{"formula": "C21H36BrFN5O", "method": "ωB97M-V/def2-TZVPD", "symbols": ["C", "H", "C", "H", "H", "H", "C", "O", "H", "H", "H", "C", "C", "C", "H", "H", "H", "H", "C", "H", "H", "H", "N", "N", "C", "H", "H", "C", "H", "H", "C", "H", "C", "H", "H", "N", "H", "C", "H", "H", "H", "H", "C", "C", "H", "H", "H", "H", "C", "N", "C", "C", "C", "H", "C", "C", "H", "H", "C", "H", "N", "F", "Br", "H", "H"], "positions_angstrom": [[1.724, 0.501, 1.323], [0.559, 2.829, -0.157], [-3.330, -0.706, -2.825], [0.818, -1.924, -2.758], [0.126, -0.660, -4.672], [-0.982, -4.958, -4.332], [-0.457, -5.848, -2.443], [-1.364, 0.409, -3.861], [-3.769, 1.611, 3.736], [-3.763, 2.274, 2.112], [2.866, 0.420, -1.107], [1.026, -5.735, -4.512], [0.134, -1.098, -2.609], [1.738, 1.914, 1.149], [-1.388, 4.156, 5.174], [3.495, 3.452, 4.490], [1.476, 0.556, -3.061], [-2.958, 1.360, -3.131], [2.052, -0.297, -1.148], [2.368, 0.693, 4.635], [1.801, -1.453, 0.637], [-0.557, -1.304, -1.792], [-1.280, 0.371, 2.291], [1.953, 2.783, 2.128], [-2.372, 0.480, -2.878], [-0.048, -4.934, -2.008], [0.707, 4.585, 4.017], [-2.539, 3.384, 3.512], [2.195, 5.101, 3.191], [-1.964, 0.660, -1.875], [2.422, 3.306, 4.401], [-4.258, -0.359, -2.374], [-0.620, -0.790, -3.890], [2.477, -1.241, -1.482], [-3.574, -1.061, -3.821], [2.172, 2.313, 3.331], [1.616, -6.577, -4.148], [-1.749, 3.196, 4.804], [2.110, 3.289, -0.231], [2.010, 2.929, 5.329], [-1.229, -1.642, -4.204], [0.353, 0.863, -1.788], [2.196, 1.023, 3.624], [1.438, -0.504, 0.258], [-1.486, -5.949, -2.099], [0.358, -0.624, 0.164], [-2.368, 2.751, 5.583], [-1.899, 3.834, 2.750], [1.691, -4.490, -4.136], [1.512, 2.473, -0.130], [-2.095, 1.123, 2.588], [-3.133, 2.074, 2.980], [1.790, 4.651, 4.090], [-2.977, -1.524, -2.203], [-0.404, -5.809, -3.966], [1.967, 0.087, 2.609], [0.111, -6.694, -2.052], [-3.358, 4.081, 3.688], [1.010, 0.099, -2.191], [-0.883, 2.546, 4.649], [2.211, -3.508, -3.846], [2.114, 5.462, 5.157], [2.008, -1.711, 3.126], [1.013, -5.802, -5.601], [-0.874, -6.708, -4.367]], "nbo_charge": [0.066, 0.395, -0.649, 0.242, 0.195, 0.208, -0.613, -0.529, 0.258, 0.263, 0.212, -0.516, -0.453, 0.381, 0.222, 0.241, 0.218, 0.189, -0.388, 0.257, 0.240, 0.184, -0.397, -0.214, -0.062, 0.207, 0.176, -0.379, 0.193, 0.142, -0.251, 0.217, -0.062, 0.227, 0.221, -0.059, 0.249, -0.614, 0.394, 0.234, 0.168, 0.193, 0.058, -0.470, 0.220, 0.268, 0.222, 0.201, 0.317, -0.817, 0.334, -0.522, 0.050, 0.203, -0.378, -0.074, 0.207, 0.227, -0.388, 0.188, -0.370, -0.342, 0.187, 0.257, 0.216], "homo_ev": -11.50, "charge": 1, "orbital_gap_ha": 0.26902}



{"formula": "C2HClF2O2", "method": "ωB97M-V/def2-TZVPD", "symbols": ["C", "F", "C", "O", "H", "O", "Cl", "F"], "positions_angstrom": [[0.583, -0.606, 0.154], [0.661, -1.312, -1.016], [-0.718, 0.161, 0.032], [-0.648, 1.366, -0.286], [1.483, -0.010, 0.381], [0.438, 2.167, -0.395], [-2.324, -0.376, -0.074], [0.525, -1.390, 1.204]], "lowdin_spin": [0.049, 0.044, 0.588, 0.353, 0.001, 0.798, 0.145, 0.022], "spin_multiplicity": 3, "homo_ev": [-7.80, -11.52], "charge": 0, "orbital_gap_ha": [0.31355, 0.31321], "relative_energy_kj_mol": 208.1}



Copy entry 1 word for word.
{"formula": "C12H27F3O8PtS3", "method": "ωB97M-V/def2-TZVPD", "symbols": ["H", "O", "C", "O", "C", "C", "H", "H", "F", "C", "C", "H", "C", "H", "O", "H", "O", "S", "H", "H", "H", "H", "H", "O", "S", "H", "H", "H", "H", "H", "O", "C", "H", "H", "H", "H", "H", "C", "O", "F", "F", "H", "H", "H", "H", "S", "C", "H", "C", "H", "O", "C", "C", "Pt"], "positions_angstrom": [[3.069, -0.385, 2.883], [0.082, -3.092, 0.829], [-1.745, 1.928, -1.802], [0.014, -2.681, 3.247], [-2.654, -3.468, -1.539], [1.133, 3.915, 0.213], [0.267, 2.709, -2.068], [0.952, 1.161, -3.881], [-2.633, -3.105, 1.942], [-1.266, 3.149, 0.685], [0.102, 0.916, -3.243], [1.412, 3.901, 1.268], [1.412, 1.006, 2.849], [-0.791, 2.864, -3.450], [-0.046, 0.892, -0.001], [-2.299, 3.505, 0.738], [-2.764, -1.114, -2.634], [-0.081, -3.673, 2.211], [0.441, 0.232, -2.468], [1.496, -1.106, 3.284], [-0.593, 5.144, 0.556], [3.267, -2.304, -0.429], [0.333, 0.978, 2.693], [0.633, -4.900, 2.337], [-1.870, -1.921, -1.840], [-3.590, -3.291, -1.015], [-0.621, 4.343, -0.989], [-2.307, 1.075, -2.188], [1.408, 2.952, -0.216], [1.599, 1.329, 3.874], [-1.787, -1.285, -0.441], [2.000, -0.373, 2.663], [3.735, -0.950, -1.474], [1.851, 1.735, 2.169], [-0.960, 2.915, 1.708], [3.771, -0.250, 0.903], [-0.634, 0.379, -3.842], [-1.856, -4.155, 2.220], [1.865, -0.878, 1.309], [-2.190, -4.625, 3.419], [-2.094, -5.105, 1.311], [-1.981, -4.078, -0.944], [1.722, 4.692, -0.275], [2.036, -1.427, -1.346], [-2.834, -3.927, -2.508], [-1.464, 1.523, -0.068], [-0.493, 2.186, -2.647], [-2.417, 2.790, -1.765], [2.829, -0.355, 0.362], [2.496, 0.631, 0.029], [-0.554, -2.180, -2.365], [-0.357, 4.199, 0.060], [2.969, -1.321, -0.791], [-0.014, -1.101, 0.463]], "nbo_charge": [0.180, -0.959, -0.617, -0.964, -0.895, -0.616, 0.204, 0.209, -0.315, -0.592, -0.608, 0.208, -0.645, 0.216, -0.960, 0.241, -0.984, 2.346, 0.223, 0.247, 0.220, 0.228, 0.216, -0.916, 2.401, 0.246, 0.212, 0.292, 0.218, 0.226, -0.990, -0.070, 0.222, 0.208, 0.242, 0.185, 0.227, 0.700, -0.535, -0.309, -0.318, 0.257, 0.220, 0.241, 0.246, 1.272, -0.414, 0.232, -0.062, 0.188, -0.974, -0.414, -0.644, 1.031], "homo_ev": -9.30, "charge": 0, "orbital_gap_ha": 0.34546, "relative_energy_kj_mol": 28.4}